# 1
{"formula": "C15H15ClHgINO2", "method": "the ωB97M-V functional and the def2-TZVPD basis", "charge": 2, "e_homo_ev": -13.8, "elements": ["C", "C", "N", "C", "C", "C", "Cl", "C", "C", "C", "C", "O", "C", "C", "C", "C", "C", "I", "C", "O", "H", "H", "H", "H", "H", "H", "H", "H", "H", "H", "H", "H", "H", "H", "H", "Hg"], "positions_angstrom": [[4.1876, 1.0581, -0.6667], [4.1604, -0.3815, -1.1940], [2.8101, -1.0079, -1.1458], [2.0878, -1.0117, -0.0236], [2.7488, -1.1169, 1.2290], [2.0420, -1.1186, 2.3947], [2.8277, -1.2392, 3.8837], [0.6208, -1.0104, 2.3825], [-0.0484, -0.9301, 1.1785], [0.6300, -0.9325, -0.0423], [-0.1712, -0.8667, -1.2440], [0.3098, -1.1978, -2.3640], [-1.5602, -0.4625, -1.1674], [-2.2508, -0.4327, -0.0126], [-3.6885, -0.0686, 0.0799], [-3.8775, 1.3479, 0.6698], [-4.1769, 2.4094, -0.3987], [-5.5783, 1.2523, 2.0052], [-1.5431, -0.8120, 1.2417], [-2.1331, -0.9973, 2.2699], [4.7309, 1.1025, 0.2734], [3.1941, 1.4734, -0.5180], [4.7283, 1.7016, -1.3532], [4.8798, -1.0297, -0.7028], [4.4369, -0.3850, -2.2436], [2.2578, -0.6725, -1.9300], [3.8225, -1.2072, 1.2598], [0.0516, -1.0023, 3.3015], [-2.0423, -0.2318, -2.1069], [-4.1602, -0.1715, -0.8926], [-4.1613, -0.7994, 0.7313], [-3.0519, 1.6453, 1.3054], [-3.3178, 3.0676, -0.5219], [-4.3904, 1.9480, -1.3591], [-5.0218, 3.0344, -0.1388], [0.5530, -1.0572, -4.5801]], "forces_ev_per_angstrom": [[0.290, -0.058, 0.318], [0.217, -0.463, -0.431], [-0.318, 2.021, 0.414], [0.160, -0.659, 0.000], [0.004, 0.075, 0.165], [0.086, 0.032, -0.112], [0.052, -0.033, 0.171], [-0.033, -0.121, -0.436], [0.052, -0.176, 0.305], [0.196, 0.021, -0.093], [-0.556, 0.675, -0.556], [0.639, -0.829, 1.055], [-0.035, 0.003, 0.296], [0.082, 0.168, -0.513], [0.196, -0.365, 0.333], [-1.019, 0.003, -0.147], [0.506, 0.033, -0.013], [0.180, 0.017, 0.105], [-0.128, 0.133, -0.082], [0.000, -0.023, 0.167], [-0.128, 0.056, 0.173], [-0.099, 0.021, -0.035], [-0.021, 0.010, -0.151], [-0.001, -0.033, 0.181], [-0.053, -0.170, -0.103], [-0.140, -0.818, -0.371], [0.084, 0.001, -0.022], [-0.002, 0.057, 0.112], [-0.055, -0.101, -0.107], [-0.067, 0.200, -0.096], [0.039, -0.095, 0.072], [0.075, -0.050, 0.100], [0.065, 0.056, -0.082], [-0.096, -0.035, -0.073], [-0.046, 0.091, 0.034], [-0.127, 0.354, -0.575]], "nbo_charge": [-0.6375, -0.2462, -0.3807, 0.2936, -0.2540, -0.0056, 0.1875, -0.0094, -0.1349, -0.0003, 0.5055, -0.6895, -0.2822, 0.0892, -0.4961, -0.2900, -0.6462, 0.2203, 0.4964, -0.4077, 0.2427, 0.2145, 0.2587, 0.2412, 0.2352, 0.4140, 0.2675, 0.2869, 0.2477, 0.2414, 0.2755, 0.2202, 0.2235, 0.2120, 0.2531, 0.8539]}

---

# 2
{"formula": "C3H11N5", "method": "the ωB97M-V functional and the def2-TZVPD basis", "relative_energy_kcal_mol": 12.5, "charge": -1, "s2": 0.750, "e_homo_ev": [1.0, -5.2], "spin_multiplicity": 2, "elements": ["N", "C", "N", "N", "H", "H", "H", "H", "H", "C", "C", "N", "N", "H", "H", "H", "H", "H", "H"], "positions_angstrom": [[0.4168, -2.2330, -1.7187], [0.5184, -0.8715, -2.0346], [0.5862, -0.6500, -3.3943], [0.5776, 0.1213, -1.2313], [0.2942, -2.3573, -0.7113], [-0.3928, -2.6552, -2.1838], [0.0856, -1.3356, -3.9525], [0.3374, 0.2962, -3.6509], [0.6513, -0.1955, -0.2700], [0.2846, 1.1092, 2.1979], [-1.0013, 1.0266, 1.9224], [-1.6755, 2.0071, 1.1488], [0.9791, 0.0202, 2.8137], [0.8542, 1.9790, 1.8692], [-1.5419, 0.1410, 2.2379], [-2.6763, 1.8971, 1.2282], [-1.4455, 1.8951, 0.1665], [1.6960, 0.3582, 3.4421], [1.4517, -0.5527, 2.1207]], "forces_ev_per_angstrom": [[0.203, 0.249, 0.449], [-0.359, -0.185, 0.049], [-0.173, 0.050, -0.460], [0.494, 0.214, 0.033], [-0.019, 0.000, -0.103], [-0.031, -0.134, -0.205], [0.055, -0.045, 0.049], [0.025, 0.025, 0.135], [-0.260, -0.083, 0.052], [0.603, 0.010, 0.027], [-0.325, -0.063, -0.247], [-0.097, -0.046, -0.007], [0.032, 0.029, 0.158], [-0.098, 0.003, 0.032], [-0.078, 0.004, 0.111], [-0.025, -0.044, -0.028], [0.129, 0.046, -0.006], [0.036, 0.044, -0.002], [-0.112, -0.074, -0.037]], "lowdin_spin": [0.1346, 0.2459, 0.0623, 0.0282, 0.0867, 0.1309, 0.0770, 0.0233, 0.0143, 0.0219, 0.0538, 0.0134, 0.0227, 0.0011, 0.0245, 0.0092, 0.0143, 0.0034, 0.0326]}

---

# 3
{"formula": "C3H3O3S", "method": "the ωB97M-V functional and the def2-TZVPD basis", "relative_energy_kcal_mol": 57.2, "charge": -1, "e_homo_ev": -2.6, "elements": ["C", "C", "C", "O", "O", "O", "S", "H", "H", "H"], "positions_angstrom": [[3.8659, 1.4388, -1.7880], [1.5726, 1.5292, 0.2500], [-0.6656, 0.5640, -0.1122], [4.6626, 1.6411, -1.0079], [3.5107, 1.3577, -2.8871], [0.3482, 1.6014, 0.4193], [2.2140, 0.2598, -0.7715], [-1.4771, 0.8630, 0.4904], [-0.1161, -0.3078, 0.0377], [-0.6393, 0.8970, -1.1671]], "forces_ev_per_angstrom": [[-1.664, -1.514, -1.081], [4.225, -0.187, -1.026], [2.281, 3.204, -1.205], [3.720, 1.573, 3.972], [-1.195, 0.312, -3.365], [-4.056, 0.040, 1.105], [-1.160, -0.155, 0.736], [-1.271, -0.412, 0.298], [-0.047, -2.014, 0.174], [-0.835, -0.848, 0.392]], "nbo_charge": [0.9656, -0.0092, -0.3506, -0.5947, -0.6345, -0.5285, -0.4473, 0.1804, 0.2134, 0.2054]}

---

# 4
{"formula": "C9H12N5O", "method": "the ωB97M-V functional and the def2-TZVPD basis", "relative_energy_kcal_mol": 41.5, "smiles": "NCc1ccc(=O)n(C2N=CCC=N2)[nH+]1", "charge": 1, "e_homo_ev": -12.9, "elements": ["N", "C", "C", "C", "C", "C", "O", "N", "C", "N", "C", "C", "C", "N", "N", "H", "H", "H", "H", "H", "H", "H", "H", "H", "H", "H", "H"], "positions_angstrom": [[0.8758, 0.6139, -2.9594], [1.8501, -0.2651, -2.4608], [1.7438, -0.4940, -1.0143], [2.8822, -0.9430, -0.2384], [2.6968, -1.1358, 1.0386], [1.4730, -0.8192, 1.7746], [1.3566, -0.8932, 2.9630], [0.4323, -0.3497, 0.9147], [-0.8677, -0.0784, 1.3628], [-1.0692, 1.3460, 1.0631], [-2.2014, 1.7867, 1.1877], [-3.4351, 0.9017, 1.2170], [-3.0041, -0.3978, 0.5329], [-1.8913, -0.9093, 0.7199], [0.5805, -0.2832, -0.4071], [0.8183, 0.7887, -3.9379], [1.0885, 1.4315, -2.4019], [1.8531, -1.2808, -2.7940], [2.9775, 0.1486, -2.6931], [3.6707, -1.2770, -0.8090], [3.5194, -1.4622, 1.6570], [-0.9452, -0.2064, 2.3608], [-2.4090, 2.8445, 0.9374], [-3.7194, 0.7442, 2.2731], [-4.3122, 1.3548, 0.7500], [-3.6879, -1.0439, -0.0172], [-0.2760, -0.1216, -1.0198]], "forces_ev_per_angstrom": [[-1.025, 0.151, 1.739], [3.712, 0.320, -0.863], [-1.197, 0.762, 1.589], [-3.086, 0.533, -1.449], [0.814, -0.112, 2.222], [-0.256, 0.506, -0.786], [-0.431, 0.000, 0.007], [1.105, -1.832, 0.747], [-2.536, 1.818, -2.654], [3.219, -0.678, 0.750], [-3.884, 1.624, -1.550], [0.317, -0.368, 0.155], [-2.242, 0.317, 1.188], [3.128, -0.660, -0.746], [1.375, -0.101, -2.402], [0.285, 0.016, -0.538], [-0.728, 0.866, -0.831], [-0.182, -0.717, -1.259], [-2.268, -1.199, 0.790], [2.142, -0.301, -0.791], [-0.062, -0.299, 0.183], [0.280, -0.549, 3.420], [0.382, -0.357, 0.456], [0.073, -0.419, -0.349], [0.286, 0.112, -0.057], [-0.388, 0.479, 0.007], [1.165, 0.090, 1.024]], "nbo_charge": [-0.8339, -0.2653, 0.3162, -0.2043, -0.1585, 0.6168, -0.5073, -0.2101, 0.1617, -0.4330, 0.1805, -0.5840, 0.1687, -0.4334, -0.2413, 0.4093, 0.3714, 0.2469, 0.2058, 0.2482, 0.2628, 0.2468, 0.2023, 0.2726, 0.2588, 0.2150, 0.4872]}